(1)
The following is a quantum chemistry calculation of 8 unconnected molecules or ions with the total composition C23H32NO21, from the Open Molecules 2025 dataset.

As for the energy above the lowest of the compared OMol25 structures with the same formula, charge and spin: 27.4 kJ/mol. The LUMO energy comes out at -0.144 Eh. The calculation puts the orbital gap at 7.848 eV. Its largest force on an atom is 0.0192 hartree/bohr.

Structure (ORCA input):
```
! RIJCOSX wB97M-V def2-TZVPD def2/J DEFGRID3
* xyz 1 1
C 3.842 -0.870 -0.745
C 4.765 -1.050 -0.009
N 5.765 -1.565 0.860
H 2.939 -0.933 -1.328
H 5.933 -2.552 0.640
H 6.636 -1.027 0.754
H 5.476 -1.510 1.844
C 0.988 1.415 0.226
C 2.196 2.009 0.899
O 1.819 3.373 1.082
C 0.462 3.424 1.095
O -0.173 4.378 1.395
O -0.073 2.230 0.724
H 0.831 0.377 0.490
H 1.027 1.507 -0.865
H 2.390 1.562 1.878
H 3.096 1.936 0.291
C -3.174 1.864 -0.497
C -3.768 0.626 0.123
O -4.514 0.063 -0.961
C -3.971 0.518 -2.118
O -4.254 0.109 -3.198
O -3.067 1.496 -1.879
H -2.203 2.110 -0.081
H -3.831 2.731 -0.411
H -3.006 -0.092 0.438
H -4.417 0.845 0.968
C 10.017 -1.798 3.780
C 10.285 -1.302 2.380
O 9.026 -0.706 2.021
C 8.390 -0.368 3.174
O 7.399 0.294 3.217
O 9.017 -0.882 4.246
H 10.897 -1.766 4.416
H 9.603 -2.808 3.797
H 11.059 -0.535 2.345
H 10.547 -2.101 1.690
C -2.097 -0.624 4.807
C -2.620 0.516 3.976
O -1.526 0.770 3.078
C -0.798 -0.360 2.988
O 0.075 -0.531 2.187
O -1.183 -1.270 3.901
H -2.876 -1.313 5.132
H -1.537 -0.277 5.681
H -3.494 0.240 3.392
H -2.853 1.398 4.567
C -6.935 -3.008 2.580
C -6.051 -2.305 1.580
O -5.306 -1.406 2.413
C -5.301 -1.914 3.668
O -4.625 -1.489 4.556
O -6.150 -2.952 3.779
H -7.149 -4.038 2.305
H -7.876 -2.483 2.752
H -5.355 -2.984 1.083
H -6.612 -1.760 0.825
C -6.770 1.760 -4.228
C -6.492 2.265 -5.621
O -7.719 2.913 -5.966
C -8.344 3.264 -4.812
O -9.300 3.962 -4.750
O -7.726 2.707 -3.739
H -5.885 1.745 -3.603
H -7.223 0.766 -4.225
H -5.684 2.999 -5.647
H -6.266 1.465 -6.322
C 4.367 0.057 -4.701
C 4.976 -0.915 -5.679
O 4.729 -2.178 -5.053
C 3.670 -2.033 -4.225
O 3.110 -2.927 -3.680
O 3.329 -0.722 -4.091
H 3.953 0.939 -5.184
H 5.072 0.373 -3.928
H 4.479 -0.900 -6.651
H 6.042 -0.757 -5.825
*
```

Results of the Löwdin charge analysis, in e, for atoms 1 through 5: atom 1 (C): 0.20, atom 2 (C): -0.09, atom 3 (N): 0.24, atom 4 (H): 0.08, atom 5 (H): 0.19

(2)
The following is a quantum chemistry calculation of a molecular structure, C23H33BiGe2N4O4S2 in a non-equilibrium geometry, from the Open Molecules 2025 dataset.

The LUMO energy comes out at -0.033 Eh. The calculation puts the orbital gap at 6.985 eV. Its largest force on an atom is 0.0375 hartree/bohr.

Structure (ORCA input):
```
! RIJCOSX wB97M-V def2-TZVPD def2/J DEFGRID3
* xyz 0 1
Bi 0.631 -1.509 2.347
N 4.737 -3.709 2.156
C 3.443 -3.309 2.153
S 3.086 -1.877 3.081
N 2.614 -4.039 1.456
N 1.328 -3.638 1.412
C 0.474 -4.545 1.092
C -0.955 -4.328 1.200
C -1.836 -5.407 1.084
C -3.180 -5.197 1.313
C -3.609 -3.933 1.698
C -2.673 -2.920 1.802
N -1.386 -3.099 1.515
H 5.336 -3.321 2.863
H 4.928 -4.635 1.810
H 0.837 -5.544 0.866
H -1.446 -6.384 0.832
H -3.891 -6.006 1.211
H -4.652 -3.744 1.908
H -2.942 -1.924 2.131
C 3.155 -1.081 -2.231
C 2.553 -1.570 -0.911
Ge 1.719 -0.155 0.272
C 3.207 0.931 1.049
C 4.023 1.765 0.062
C 0.979 1.096 -1.106
C -0.032 1.971 -1.088
Ge -1.275 1.807 0.457
C -2.450 3.173 1.298
C -3.748 3.542 0.581
C -2.134 0.082 -0.055
C -2.900 0.172 -1.375
C -0.360 2.864 -2.219
C -1.650 3.383 -2.345
C -2.001 4.211 -3.399
C -1.057 4.551 -4.356
C 0.230 4.043 -4.248
C 0.577 3.214 -3.195
H 3.804 -1.846 -2.664
H 3.755 -0.181 -2.091
H 2.378 -0.852 -2.963
H 3.327 -2.057 -0.314
H 1.803 -2.340 -1.116
H 3.870 0.256 1.586
H 2.733 1.572 1.795
H 4.584 1.123 -0.618
H 4.745 2.377 0.606
H 3.395 2.433 -0.531
H 1.606 1.059 -1.996
H -1.836 4.055 1.482
H -2.660 2.730 2.270
H -3.569 4.202 -0.269
H -4.416 4.062 1.268
H -4.274 2.657 0.216
H -2.783 -0.234 0.753
H -1.328 -0.648 -0.148
H -3.771 0.825 -1.287
H -3.251 -0.817 -1.675
H -2.267 0.563 -2.174
H -2.399 3.111 -1.610
H -3.012 4.594 -3.464
H -1.319 5.211 -5.172
H 0.976 4.302 -4.990
H 1.592 2.844 -3.125
O 0.895 0.529 3.613
S -0.304 1.237 3.107
O -0.724 2.346 3.896
O -1.356 0.243 2.817
O 0.125 1.713 1.675
*
```

Results of the Löwdin charge analysis, in e, for atoms 1 through 5: atom 1 (Bi): 1.43, atom 2 (N): 0.08, atom 3 (C): -0.86, atom 4 (S): 0.56, atom 5 (N): -0.02

(3)
The following is a quantum chemistry calculation of a molecular structure, C23H33Br2N2Si2Zr in a non-equilibrium geometry, from the Open Molecules 2025 dataset.

The LUMO energy (alpha / beta) comes out at 0.060 / 0.060 Eh. The calculation puts the orbital gap (alpha / beta) at 5.077 / 5.065 eV. Its largest force on an atom is 0.0521 hartree/bohr.

Structure (ORCA input):
```
! RIJCOSX wB97M-V def2-TZVPD def2/J DEFGRID3
* xyz -1 1
Zr -0.235 1.089 0.467
N 1.788 0.241 -0.604
C 2.323 -0.729 0.320
C 3.642 -1.127 0.265
C 4.115 -2.107 1.142
C 3.272 -2.681 2.059
C 1.926 -2.272 2.163
C 1.040 -2.787 3.125
C -0.244 -2.287 3.173
C -0.650 -1.302 2.292
N 0.150 -0.790 1.330
C 1.446 -1.271 1.275
H 2.507 0.889 -0.900
H 1.443 -0.237 -1.434
H 4.297 -0.670 -0.466
H 5.148 -2.424 1.083
H 3.632 -3.451 2.730
H 1.371 -3.544 3.824
H -0.943 -2.647 3.915
H -1.657 -0.906 2.320
C 0.593 1.945 -3.344
Si -0.933 1.685 -2.185
C -1.882 3.352 -2.200
C -1.950 0.471 -3.253
C -2.519 0.799 -4.483
C -3.162 -0.163 -5.249
C -3.234 -1.473 -4.791
C -2.671 -1.809 -3.567
C -2.034 -0.844 -2.785
Si -1.250 -1.222 -1.080
C -0.008 -2.641 -1.497
C -2.663 -2.122 -0.146
H 0.260 2.300 -4.325
H 1.136 1.008 -3.514
H 1.288 2.679 -2.933
H -1.888 3.801 -3.199
H -1.417 4.058 -1.511
H -2.914 3.200 -1.881
H -2.456 1.821 -4.847
H -3.604 0.105 -6.203
H -3.731 -2.230 -5.388
H -2.735 -2.836 -3.217
H -0.557 -3.509 -1.871
H 0.572 -2.964 -0.627
H 0.693 -2.340 -2.282
H -3.069 -2.919 -0.776
H -3.469 -1.424 0.082
H -2.321 -2.576 0.788
C 2.189 1.386 3.248
C 1.077 2.435 3.292
C 0.780 2.800 4.753
C -0.190 1.972 2.561
H 3.060 1.712 3.826
H 2.523 1.212 2.222
H 1.841 0.434 3.666
H 1.458 3.336 2.804
H 0.428 1.918 5.298
H -0.003 3.559 4.804
H 1.672 3.186 5.260
H -0.865 2.838 2.520
H -0.697 1.234 3.211
Br 1.159 3.353 -0.069
Br -2.874 1.483 0.808
*
```

Results of the Löwdin charge analysis, in e, for atoms 1 through 5: atom 1 (Zr): 0.76, atom 2 (N): 0.00, atom 3 (C): -0.26, atom 4 (C): -0.02, atom 5 (C): -0.08

(4)
The following is a quantum chemistry calculation of a molecular structure, C23H33N4OS3Zn, from the Open Molecules 2025 dataset.

The LUMO energy comes out at -0.092 Eh. The calculation puts the orbital gap at 7.917 eV. Its largest force on an atom is 0.0097 hartree/bohr.

Structure (ORCA input):
```
! RIJCOSX wB97M-V def2-TZVPD def2/J DEFGRID3
* xyz 1 1
Zn 0.663 1.721 2.157
C -1.046 4.133 1.471
C 0.097 4.673 2.331
N 0.584 3.688 3.295
C -0.080 3.587 4.589
C -1.435 2.886 4.524
S -1.381 1.304 3.612
C -2.568 1.599 2.260
C -1.975 1.928 0.885
N -0.770 2.771 0.957
H -1.233 4.823 0.646
H -1.965 4.093 2.052
H -0.237 5.597 2.816
H 0.938 4.932 1.686
H 1.580 3.822 3.429
H -0.223 4.566 5.060
H 0.581 3.009 5.236
H -2.199 3.514 4.070
H -1.767 2.663 5.537
H -3.249 2.375 2.606
H -3.163 0.691 2.172
H -2.755 2.408 0.284
H -1.688 1.005 0.386
H -0.383 2.839 0.021
S 2.907 1.692 2.335
C 3.294 1.058 0.718
C 2.999 1.798 -0.430
C 3.272 1.290 -1.695
C 3.842 0.028 -1.829
C 4.161 -0.698 -0.690
C 3.895 -0.187 0.575
H 2.584 2.794 -0.324
H 3.046 1.878 -2.576
H 4.053 -0.372 -2.812
H 4.623 -1.673 -0.784
H 4.134 -0.764 1.458
C -3.470 -3.611 -1.023
C -2.499 -3.052 -2.057
C -2.035 -1.639 -1.735
N -1.262 -1.582 -0.490
C -0.105 -0.985 -0.242
S 0.439 -0.732 1.357
N 0.688 -0.558 -1.256
C 0.928 -1.106 -2.552
O 1.320 -0.374 -3.420
C 0.769 -2.573 -2.711
C 1.035 -3.446 -1.660
C 0.936 -4.814 -1.864
C 0.559 -5.305 -3.107
C 0.301 -4.432 -4.158
C 0.420 -3.066 -3.965
H -3.851 -4.581 -1.338
H -4.328 -2.949 -0.885
H -2.993 -3.762 -0.052
H -2.975 -3.024 -3.039
H -1.627 -3.703 -2.146
H -2.904 -0.984 -1.607
H -1.439 -1.229 -2.545
H -1.718 -1.923 0.343
H 1.425 0.084 -0.962
H 1.347 -3.066 -0.694
H 1.159 -5.497 -1.055
H 0.476 -6.372 -3.261
H 0.020 -4.819 -5.128
H 0.248 -2.370 -4.776
*
```

Results of the Löwdin charge analysis, in e, for atoms 1 through 5: atom 1 (Zn): 0.26, atom 2 (C): -0.16, atom 3 (C): -0.17, atom 4 (N): -0.16, atom 5 (C): -0.24